{
  "formula": "C31H63F9NbO12S2",
  "method": "the ωB97M-V functional and the def2-TZVPD basis",
  "symbols": ["F", "C", "F", "C", "C", "Nb", "C", "C", "C", "S", "C", "F", "F", "S", "F", "F", "F", "F", "F", "H", "H", "H", "H", "H", "H", "H", "H", "H", "H", "H", "H", "H", "H", "H", "O", "C", "O", "C", "C", "C", "H", "H", "H", "H", "H", "H", "H", "H", "O", "C", "O", "C", "C", "C", "H", "H", "H", "H", "H", "H", "H", "H", "O", "C", "O", "C", "C", "C", "H", "H", "H", "H", "H", "H", "H", "H", "O", "C", "O", "C", "C", "C", "H", "H", "H", "H", "H", "H", "H", "H", "O", "C", "O", "C", "C", "C", "H", "H", "H", "H", "H", "H", "H", "H", "O", "C", "O", "C", "C", "C", "H", "H", "H", "H", "H", "H", "H", "H"],
  "xyz": [[6.1684, 3.4750, 1.9038], [6.2008, 2.9580, 3.1423], [6.8719, 3.8892, 3.9142], [4.8488, 2.7271, 3.7567], [3.8896, 3.9460, 3.6078], [2.2871, 3.6068, 1.9854], [0.9455, 2.2509, 3.2124], [0.8063, 0.7422, 2.9198], [0.7021, 0.2801, 1.4700], [-0.7135, 0.9302, 0.5391], [7.2102, 1.7647, 3.1572], [8.3329, 2.1544, 2.5318], [7.5414, 1.4938, 4.4265], [6.6779, 0.1242, 2.3660], [5.7248, -0.1549, 3.5999], [7.8830, -0.6157, 3.1266], [7.6428, 0.3098, 1.1131], [5.5222, 0.7931, 1.5536], [6.2494, -1.2918, 1.7821], [4.9974, 2.5206, 4.8194], [4.3740, 1.8422, 3.3351], [3.4322, 4.1446, 4.5773], [4.4567, 4.8325, 3.3145], [3.2023, 2.1391, 1.3262], [1.1377, 3.7039, 0.5507], [1.4890, 5.1499, 2.6425], [3.3025, 4.6713, 0.8641], [1.3825, 2.3484, 4.2078], [-0.0385, 2.7300, 3.2474], [-0.1246, 0.3783, 3.3891], [1.6153, 0.1966, 3.4113], [0.5013, -0.7964, 1.4827], [1.6321, 0.4256, 0.9206], [-0.8843, 2.1411, 1.0821], [-4.8818, 2.8317, 0.1585], [-5.0205, 1.7909, -0.4251], [-4.1213, 1.4233, -1.3464], [-4.1001, 0.1266, -1.9581], [-5.0319, 0.0436, -3.1509], [-6.2404, 0.9214, -0.1961], [-4.3049, -0.6501, -1.2187], [-3.0750, -0.0141, -2.2858], [-6.0746, 0.1955, -2.8638], [-4.9473, -0.9289, -3.6347], [-4.7793, 0.8133, -3.8807], [-7.0527, 1.2947, -0.8189], [-6.5270, 1.0153, 0.8486], [-6.0840, -0.1328, -0.4096], [2.9863, 0.2096, 5.8614], [3.3420, -0.9315, 5.7920], [3.3303, -1.5332, 4.5846], [3.9100, -2.8115, 4.3369], [2.9538, -3.9417, 4.6604], [3.7368, -1.7267, 7.0167], [4.8621, -2.9129, 4.8615], [4.1386, -2.8095, 3.2720], [2.6936, -3.9585, 5.7195], [3.4000, -4.9028, 4.4011], [2.0289, -3.8205, 4.0962], [2.8329, -2.1245, 7.4772], [4.2167, -1.0461, 7.7154], [4.4250, -2.5447, 6.8178], [-1.4434, -0.8164, -3.3821], [-1.1286, -0.4174, -4.4718], [-0.6609, 0.8380, -4.5785], [-0.1018, 1.3646, -5.7786], [-1.1669, 1.9249, -6.6980], [-1.3281, -1.2693, -5.7002], [0.5222, 0.6189, -6.2747], [0.5609, 2.1633, -5.4496], [-1.8573, 1.1477, -7.0268], [-0.7101, 2.3775, -7.5793], [-1.7500, 2.6834, -6.1758], [-2.3614, -1.1709, -6.0327], [-1.1422, -2.3011, -5.4117], [-0.6534, -1.0428, -6.5241], [0.4314, 3.7957, 5.8512], [-0.4592, 3.4151, 6.5462], [-1.3686, 4.3137, 7.0116], [-2.5625, 3.9199, 7.6786], [-2.3412, 3.6941, 9.1614], [-0.5573, 1.9651, 6.9669], [-3.0085, 3.0493, 7.1945], [-3.2532, 4.7495, 7.5299], [-1.6417, 2.8775, 9.3414], [-3.2840, 3.4549, 9.6562], [-1.9238, 4.5919, 9.6179], [0.0850, 1.8117, 7.8339], [-0.1805, 1.3612, 6.1433], [-1.5648, 1.6284, 7.2020], [0.5551, -4.4724, -5.8720], [0.4920, -4.8369, -4.7272], [0.2129, -3.9371, -3.7746], [-0.0815, -4.2770, -2.4147], [1.1742, -4.4391, -1.5850], [0.7919, -6.2658, -4.3340], [-0.7263, -5.1569, -2.3710], [-0.6648, -3.4353, -2.0454], [1.7935, -5.2632, -1.9425], [0.9148, -4.6305, -0.5436], [1.7730, -3.5299, -1.6329], [1.8705, -6.3746, -4.2273], [0.4519, -6.9147, -5.1373], [0.3094, -6.5859, -3.4142], [-4.9658, -1.0983, -6.3816], [-5.0689, -1.1063, -7.5767], [-6.2950, -1.2652, -8.1181], [-6.5511, -1.1167, -9.5161], [-6.2801, -2.3938, -10.2842], [-3.8601, -1.0215, -8.4804], [-5.9984, -0.2678, -9.9213], [-7.6080, -0.8623, -9.5787], [-5.2307, -2.6830, -10.2266], [-6.5440, -2.2679, -11.3348], [-6.8700, -3.2118, -9.8707], [-3.4312, -2.0173, -8.5874], [-3.1329, -0.3756, -7.9983], [-4.0638, -0.6081, -9.4649]],
  "forces_ev_per_angstrom": [[-0.02, -0.29, -0.20], [-0.17, 0.29, 0.63], [0.08, -0.02, -0.13], [-0.84, 0.11, 0.06], [0.47, 0.39, -0.86], [-0.67, -0.46, 2.05], [0.27, -0.91, -1.37], [-0.81, 0.12, 0.37], [0.14, -0.15, 0.20], [-0.39, -0.20, -0.22], [0.35, 0.34, -0.18], [-0.02, -0.06, 0.04], [-0.21, -0.15, 0.05], [0.53, -0.07, -0.27], [-0.12, 0.00, 0.11], [-0.08, -0.04, 0.04], [-0.10, -0.02, 0.04], [-0.20, 0.00, 0.06], [0.00, 0.01, -0.01], [0.26, -0.11, -0.04], [0.20, -0.08, -0.05], [-0.18, 0.09, -0.07], [0.04, 0.07, 0.28], [0.37, -0.07, -0.26], [0.22, 0.60, 0.04], [0.17, 0.19, -0.13], [-0.07, -0.45, -0.41], [0.13, 0.27, 0.08], [0.00, 0.11, 0.02], [0.10, -0.09, 0.11], [0.15, 0.05, -0.17], [0.07, -0.01, -0.05], [-0.04, 0.32, 0.00], [0.35, 0.04, 0.08], [-0.01, 0.03, -0.03], [-0.16, -0.04, -0.08], [0.13, 0.13, 0.07], [-0.03, -0.13, -0.16], [-0.12, 0.12, 0.13], [0.13, -0.23, 0.24], [-0.04, 0.05, 0.03], [0.01, 0.11, 0.13], [0.00, -0.06, 0.00], [0.04, 0.01, -0.03], [0.06, -0.04, -0.02], [0.00, 0.00, -0.02], [-0.04, 0.13, -0.03], [-0.03, 0.03, -0.11], [-0.04, 0.07, 0.13], [-0.04, -0.05, -0.07], [-0.01, 0.06, -0.08], [0.04, -0.14, -0.01], [-0.09, 0.04, 0.07], [0.31, 0.02, -0.03], [-0.02, 0.01, 0.03], [-0.01, 0.07, 0.00], [0.05, -0.02, 0.01], [0.01, 0.01, -0.02], [0.02, 0.00, -0.04], [-0.01, -0.01, 0.00], [-0.12, 0.06, 0.02], [-0.09, -0.06, -0.02], [0.08, -0.10, -0.03], [-0.22, -0.11, 0.00], [0.10, 0.04, 0.14], [0.04, 0.05, -0.15], [-0.10, -0.03, 0.02], [0.41, -0.14, -0.10], [-0.05, -0.03, -0.01], [-0.02, -0.02, 0.08], [0.03, -0.03, -0.02], [0.01, 0.01, 0.01], [0.03, 0.02, 0.00], [-0.04, 0.03, 0.10], [-0.10, 0.00, 0.03], [-0.08, 0.11, -0.02], [0.03, 0.38, 0.20], [0.09, -0.30, 0.05], [-0.01, 0.12, -0.10], [-0.07, -0.05, 0.09], [0.10, -0.02, 0.02], [-0.28, -0.11, -0.20], [0.03, -0.02, 0.01], [0.04, 0.03, -0.03], [-0.04, -0.03, -0.02], [-0.01, 0.01, -0.01], [-0.04, 0.02, -0.01], [0.01, 0.00, 0.00], [0.14, 0.06, 0.03], [0.03, 0.03, 0.10], [-0.04, 0.03, -0.02], [0.17, -0.11, 0.10], [-0.14, 0.17, -0.21], [-0.01, 0.03, 0.28], [0.12, -0.03, -0.12], [-0.32, -0.11, 0.01], [0.04, -0.03, -0.05], [0.01, 0.05, -0.10], [-0.04, -0.04, 0.03], [-0.02, 0.03, 0.00], [-0.05, 0.03, 0.04], [0.01, 0.01, 0.01], [0.11, 0.05, -0.08], [0.09, 0.05, 0.06], [-0.01, 0.00, -0.04], [0.13, -0.17, -0.01], [-0.13, 0.11, 0.08], [-0.01, -0.05, -0.16], [0.07, -0.07, 0.08], [-0.10, 0.36, -0.11], [0.03, -0.02, 0.02], [0.00, 0.00, 0.07], [0.01, 0.04, -0.04], [-0.01, 0.01, 0.00], [-0.04, 0.02, -0.02], [0.00, -0.01, 0.00], [0.06, -0.11, 0.07], [-0.02, -0.13, -0.04]],
  "lowdin_charge": [0.111, -0.483, 0.083, -0.220, -0.369, 1.139, -0.407, -0.391, -0.624, 0.644, -0.431, 0.118, 0.117, 0.775, -0.133, -0.154, -0.141, -0.132, -0.136, 0.119, 0.055, 0.024, 0.015, -0.121, -0.165, -0.152, -0.175, 0.010, 0.021, 0.083, 0.071, 0.044, 0.022, -0.171, 0.099, -0.537, 0.002, -0.227, -0.063, 0.004, 0.116, 0.088, 0.064, 0.071, 0.082, 0.089, 0.085, 0.064, 0.117, -0.527, -0.017, -0.243, -0.064, 0.015, 0.115, 0.121, 0.066, 0.078, 0.083, 0.092, 0.090, 0.068, 0.090, -0.498, 0.019, -0.231, -0.058, 0.031, 0.113, 0.127, 0.046, 0.080, 0.087, 0.065, 0.072, 0.079, 0.111, -0.509, -0.005, -0.251, -0.072, 0.020, 0.112, 0.120, 0.065, 0.076, 0.080, 0.094, 0.083, 0.066, 0.094, -0.534, -0.004, -0.224, -0.060, 0.011, 0.113, 0.124, 0.065, 0.082, 0.089, 0.095, 0.087, 0.068, 0.109, -0.511, 0.002, -0.241, -0.066, 0.018, 0.112, 0.122, 0.068, 0.080, 0.083, 0.103, 0.058, 0.072],
  "homo_lumo_gap_ev": 5.815,
  "energy_ev": -105409.7810,
  "spin_multiplicity": 1,
  "total_charge": -1
}



{
  "formula": "C6H9ClO",
  "method": "the ωB97M-V functional and the def2-TZVPD basis",
  "symbols": ["C", "C", "C", "C", "C", "C", "H", "H", "H", "H", "H", "H", "H", "H", "H", "O", "Cl"],
  "xyz": [[-1.1547, -0.6351, 0.0179], [-0.3066, 0.2051, 0.9942], [1.0729, -0.4417, 0.7670], [1.0804, -0.7180, -0.7647], [-0.2992, -0.2181, -1.1954], [-0.3263, 1.5539, 0.2584], [-1.1026, -1.7047, 0.2356], [-0.6646, 0.2545, 1.9896], [1.8972, 0.2314, 1.0997], [1.1652, -1.3802, 1.3520], [1.2258, -1.7826, -1.0078], [1.8829, -0.1458, -1.3053], [-0.6548, -0.5411, -2.1856], [-1.2033, 2.1454, 0.4736], [0.5642, 2.1635, 0.4879], [-0.3101, 1.2030, -1.1341], [-2.8665, -0.1893, -0.0831]],
  "forces_ev_per_angstrom": [[0.52, -0.10, -0.03], [0.06, 0.08, -1.35], [0.51, -0.01, 0.67], [0.89, 0.24, -0.61], [-0.41, -0.28, -0.11], [0.78, -0.04, 0.14], [-0.03, 0.16, -0.08], [-0.24, -0.02, 1.00], [-0.57, -0.46, -0.29], [-0.05, 0.49, -0.33], [-0.09, 0.32, 0.15], [-0.79, -0.50, 0.51], [0.16, 0.16, 0.41], [-0.40, 0.13, 0.04], [-0.23, -0.22, -0.03], [-0.06, 0.00, -0.07], [-0.04, 0.06, -0.01]],
  "nbo_charge": [-0.220, -0.270, -0.406, -0.439, 0.071, -0.079, 0.223, 0.231, 0.218, 0.213, 0.214, 0.228, 0.214, 0.191, 0.179, -0.525, -0.044],
  "homo_lumo_gap_ev": 10.566,
  "energy_ev": -20937.6512,
  "spin_multiplicity": 1
}